(1)
DFT (ωB97M-V/def2-TZVPD) results for a gas-phase ion, C28H41O2S (charge +1).

The geometry in XYZ format:
```
72
C28H41O2S | OMol25 | ωB97M-V/def2-TZVPD
C -3.2383 -1.1294 1.7585
C -2.1956 -0.1381 2.1882
O -1.3793 0.0111 0.9888
C -0.4759 1.0035 0.9789
C 0.3713 0.9433 -0.2743
S 2.1270 1.0353 0.4504
C 2.0796 -0.0674 1.9039
C 2.9588 -0.0737 -0.7173
O -0.3628 1.8463 1.8603
H -3.8331 -1.4513 2.6084
H -3.9193 -0.6755 1.0299
H -2.7722 -2.0003 1.2848
H -2.6329 0.8274 2.4601
H -1.5573 -0.5092 3.0045
H 0.3526 -0.0896 -0.6692
H 1.4457 0.3899 2.6670
H 1.7390 -1.0733 1.6428
H 3.1155 -0.1063 2.2572
H 3.0756 0.4226 -1.6865
H 3.9459 -0.2635 -0.2816
H 2.4079 -1.0179 -0.8296
C 5.3030 2.0183 -4.7661
C 4.1254 2.6594 -4.0945
C 4.0986 2.8256 -2.7085
C 3.0534 3.5042 -2.0751
C 3.2904 3.9877 -0.6726
C 1.8738 3.7781 -2.8062
C 0.5660 4.2434 -2.1534
C 0.5595 5.7485 -1.8518
C 0.0772 3.4066 -0.9459
C -0.1049 1.9098 -1.2999
C -1.5081 1.4388 -1.7484
C -1.5538 0.5442 -2.8497
C -0.3909 0.3639 -3.7985
C -2.6611 -0.2829 -3.0024
C -3.7567 -0.1837 -2.1423
C -4.8367 -1.2227 -2.1302
C -3.8264 0.9243 -1.2968
C -2.7105 1.7253 -1.0487
C -2.9239 2.8261 -0.0345
C 1.9652 3.7756 -4.2157
C 0.9263 4.4334 -5.0893
C 3.0522 3.1605 -4.8357
H 5.2613 2.2021 -5.8443
H 6.2464 2.4236 -4.3757
H 5.3274 0.9326 -4.6062
H 4.9492 2.4872 -2.1047
H 3.0868 5.0595 -0.5529
H 2.7097 3.4232 0.0686
H 4.3453 3.8256 -0.4126
H -0.2181 4.0891 -2.9117
H 0.8653 6.3139 -2.7416
H -0.4591 6.0664 -1.5834
H 1.2280 6.0075 -1.0219
H 0.7463 3.4977 -0.0775
H -0.8821 3.8350 -0.6286
H 0.5536 1.7464 -2.1542
H -0.7267 -0.1739 -4.6969
H 0.0436 1.3132 -4.1471
H 0.4112 -0.2419 -3.3475
H -2.6428 -1.0658 -3.7665
H -5.0730 -1.5378 -1.1019
H -5.7651 -0.8474 -2.5819
H -4.5074 -2.1076 -2.6860
H -4.7540 1.1339 -0.7503
H -3.8477 2.6019 0.5259
H -2.1215 2.9086 0.7119
H -3.0955 3.8006 -0.5172
H 1.2648 4.3883 -6.1333
H -0.0509 3.9285 -5.0471
H 0.7746 5.4962 -4.8459
H 3.0710 3.0891 -5.9285
```

Its largest force on an atom is 2.517 eV/Å. The net charge is +1. The highest occupied orbital energy comes out at -10.9780 eV. As for the multiplicity: 1. The relative energy (zero: lowest compared OMol25 entry of this formula, charge and spin) is 0.00 kcal per mole. The calculation puts the LUMO energy at -0.0944 Ha. As for the HOMO-LUMO gap: 8.408 eV.

---

(2)
DFT (ωB97M-V/def2-TZVPD) results for a molecular structure, C27H51F7MnO27P.

The geometry in XYZ format:
```
114
C27H51F7MnO27P | OMol25 | ωB97M-V/def2-TZVPD
Mn 0.7302 -0.2221 0.0888
P 3.5311 -2.3410 -1.3029
F 2.8158 -1.7950 -2.6637
F 2.7670 -3.6902 -1.4535
F 4.8316 -2.8324 -2.0741
F 4.1528 -2.8892 0.1192
F 4.0892 -0.8963 -1.0519
F 2.0733 -1.8099 -0.4256
C -3.0478 -0.7757 1.6964
O -3.7694 -1.9370 2.2432
C -5.0462 -1.6947 2.3980
O -5.6726 -0.6762 2.1631
O -5.6639 -2.8274 2.7476
C -7.1294 -2.7135 2.8172
H -3.2610 -0.7427 0.6398
H -2.0382 -0.8954 1.9028
H -3.4446 0.1344 2.0279
H -7.4795 -3.7284 2.6109
H -7.4814 -1.9714 2.0473
H -7.4803 -2.4743 3.8103
C -0.0488 -3.5214 -1.6825
O -1.4580 -3.0744 -1.8185
C -1.7496 -1.8280 -1.4904
O -0.8409 -1.0690 -1.0828
O -2.9899 -1.4216 -1.5387
C -4.1175 -2.3788 -1.7150
H 0.3214 -3.2411 -0.7339
H 0.6113 -3.1015 -2.4766
H -0.1743 -4.6313 -1.7084
H -3.8111 -3.1602 -2.4171
H -4.9159 -1.7365 -2.1153
H -4.3736 -2.7979 -0.7502
C 1.1493 6.5390 -0.9722
O 1.0817 5.3519 -0.0638
C 2.0784 4.5336 0.3241
O 1.8549 3.5909 1.0103
O 3.3049 4.9546 -0.0120
C 4.4214 4.1207 0.2343
H 1.1078 6.0643 -1.9279
H 2.0459 7.1017 -0.9596
H 0.3327 7.1203 -0.6621
H 4.3878 3.3158 -0.4777
H 4.1148 3.5672 1.1570
H 5.3078 4.7697 0.2479
C 1.9695 -3.2225 2.4127
O 1.2553 -2.5099 3.4618
C 0.4135 -1.5625 3.0770
O 0.3812 -1.1948 1.9164
O -0.3235 -0.9650 4.0047
C -0.1363 -1.2242 5.4326
H 2.7005 -2.5798 1.8978
H 1.2247 -3.5652 1.6172
H 2.3657 -4.0568 2.9127
H -0.9325 -0.6568 5.8881
H 0.7739 -0.7296 5.8051
H -0.1977 -2.2732 5.7327
C -1.9668 4.3568 -0.4260
O -1.1776 3.1567 -0.4667
C -0.9987 2.4917 0.6227
O -0.5859 1.3237 0.6972
O -1.3676 3.1760 1.6582
C -1.0017 2.4657 2.9092
H -1.6061 4.9131 -1.3315
H -1.7230 4.9410 0.4756
H -3.0176 4.1309 -0.4343
H -1.1382 1.3879 2.8467
H -1.5944 2.9700 3.6536
H 0.0791 2.6813 3.0991
C -2.1317 1.9536 -3.5023
O -1.4886 2.0306 -4.8078
C -0.3715 2.7536 -4.7575
O 0.1976 3.1910 -3.7968
O 0.0827 2.8889 -6.0358
C 1.3221 3.6468 -6.1310
H -3.1460 1.6797 -3.5997
H -2.0256 2.8683 -2.9103
H -1.5939 1.1562 -2.9781
H 1.3234 4.6176 -5.6657
H 1.5016 3.6340 -7.2049
H 2.1077 3.0499 -5.6797
C 0.8491 -0.4853 -5.0088
O 0.5769 -0.2808 -3.6318
C 1.3664 0.5623 -2.9792
O 1.2679 0.7919 -1.7978
O 2.3513 1.1404 -3.6849
C 3.1565 2.0547 -3.0223
H 0.9328 0.4041 -5.6637
H 0.0511 -1.1547 -5.3897
H 1.8202 -1.0260 -5.0698
H 3.5104 1.6129 -2.0885
H 2.6969 3.0447 -2.7462
H 3.9890 2.1874 -3.7013
C 5.1248 0.5989 1.5239
O 4.1348 0.8022 2.5929
C 2.8878 0.8764 2.1647
O 2.5789 0.6009 1.0072
O 2.0467 1.0383 3.1450
C 2.5940 1.0786 4.4766
H 4.9961 1.4023 0.7510
H 4.9705 -0.4262 1.1962
H 6.1007 0.6533 1.9425
H 3.4606 1.7113 4.4343
H 2.8317 0.0481 4.7858
H 1.7398 1.4495 5.0713
C -2.8756 -6.5243 2.1695
C -3.1871 -6.0492 0.6778
O -2.2510 -4.9845 0.4666
C -1.6446 -4.6629 1.6437
O -0.8715 -3.7531 1.7080
O -2.0288 -5.4773 2.6983
F -4.4653 -5.5444 0.6324
H -2.1666 -7.3704 2.0719
H -3.8026 -6.7502 2.6696
H -3.0325 -6.7831 -0.1483
```

Its largest force on an atom is 3.280 eV/Å. The net charge is +1. The highest occupied orbital energy (alpha / beta) comes out at -11.9942 / -12.5795 eV. As for the multiplicity: 6. The calculation puts the LUMO energy (alpha / beta) at -0.0519 / -0.0519 Ha. As for the HOMO-LUMO gap (alpha / beta): 10.582 / 11.167 eV.

---

(3)
DFT (ωB97M-V/def2-TZVPD) results for 5 unconnected molecules or ions with the total composition C24H49F3N3O7S.

The geometry in XYZ format:
```
87
C24H49F3N3O7S | OMol25 | ωB97M-V/def2-TZVPD
C -3.2122 -0.5489 1.1658
C -1.6814 -0.5703 1.2174
C -1.0926 -1.9391 0.9343
O -1.4731 -2.4804 -0.3270
C -1.0818 -1.7841 -1.4774
C 0.4264 -1.7678 -1.6438
C 1.1657 -0.8295 -0.9741
C 2.5422 -0.8199 -1.0806
C 3.4650 0.1033 -0.3677
C 3.9567 -0.4671 0.9712
C 4.2926 -1.9252 1.1207
N 4.0842 0.3952 1.8860
N 3.0917 -1.7182 -1.8940
N 2.4564 -2.6268 -2.5890
C 1.1632 -2.6606 -2.4591
S 0.4570 -3.9443 -3.5407
O -0.7419 -3.4300 -4.1145
O 1.5178 -4.4565 -4.3360
C 0.0476 -5.3129 -2.3378
F -0.7004 -4.8701 -1.3271
F 1.2048 -5.7805 -1.8645
F -0.5950 -6.2464 -3.0288
H -3.5932 0.2136 1.8445
H -3.5673 -0.2701 0.1743
H -3.6496 -1.5090 1.4396
H -1.3115 -0.2292 2.1876
H -1.3111 0.1732 0.5004
H -0.0005 -1.9488 1.0634
H -1.4826 -2.6526 1.6621
H -1.4293 -0.7434 -1.4775
H -1.5538 -2.2752 -2.3251
H 0.6816 -0.0880 -0.3511
H 4.3274 0.2116 -1.0276
H 2.9748 1.0494 -0.1569
H 5.3575 -2.1118 0.9696
H 3.7423 -2.5948 0.4583
H 4.0493 -2.2359 2.1381
H 4.4472 -0.0274 2.7415
H 4.1049 -1.7135 -2.0202
C -3.5739 2.7252 -2.0096
C -4.7291 2.3593 -1.0886
C -6.0066 3.0793 -1.4826
O -4.3939 2.6418 0.2704
H -3.3705 3.7974 -1.9522
H -2.6647 2.1973 -1.7125
H -3.7990 2.4765 -3.0474
H -4.8904 1.2796 -1.1220
H -5.8721 4.1613 -1.4032
H -6.8206 2.8023 -0.8130
H -6.3000 2.8407 -2.5060
H -4.2617 3.5935 0.3467
C -9.5082 7.0325 -1.0041
C -8.6920 5.7889 -0.6911
C -9.3975 4.8895 0.3116
O -7.3927 6.1466 -0.2162
H -9.6597 7.6226 -0.0961
H -8.9882 7.6599 -1.7278
H -10.4869 6.7723 -1.4083
H -8.5101 5.2328 -1.6128
H -9.5459 5.4208 1.2557
H -8.7992 4.0019 0.5190
H -10.3735 4.5733 -0.0581
H -7.5037 6.6442 0.6011
C 4.0767 -3.1785 6.4700
C 3.6086 -2.9074 5.0507
C 2.1105 -3.1242 4.9001
O 4.3296 -3.7194 4.1182
H 3.8750 -4.2182 6.7400
H 5.1497 -3.0121 6.5582
H 3.5645 -2.5351 7.1855
H 3.8557 -1.8777 4.7791
H 1.8549 -4.1623 5.1265
H 1.7911 -2.9186 3.8762
H 1.5475 -2.4797 5.5755
H 4.1457 -4.6416 4.3286
C 8.7025 -0.6983 -1.8775
C 7.5267 0.0393 -2.4908
C 7.7557 1.5385 -2.5442
O 6.3206 -0.2506 -1.7507
H 8.8713 -0.3581 -0.8520
H 8.5158 -1.7718 -1.8495
H 9.6133 -0.5206 -2.4479
H 7.3375 -0.3403 -3.4950
H 7.8993 1.9373 -1.5361
H 6.8995 2.0467 -2.9879
H 8.6413 1.7757 -3.1324
H 6.4684 0.0693 -0.8516
```

Its largest force on an atom is 0.636 eV/Å. The net charge is +1. The highest occupied orbital energy comes out at -11.5957 eV. As for the multiplicity: 1. The relative energy (zero: lowest compared OMol25 entry of this formula, charge and spin) is 0.00 kcal per mole. The calculation puts the LUMO energy at -0.1788 Ha. As for the HOMO-LUMO gap: 6.731 eV.